The following is a quantum chemistry calculation of a molecular structure, C3H3LiO2Sm, from the Open Molecules 2025 dataset.

Maximum force   0.05442 Eh/bohr
HOMO level (spin up / spin down)   -4.62 / -4.40 eV
Energy above the lowest of the compared OMol25 structures with the same formula, charge and spin   0.0 kcal/mol
LUMO level (spin up / spin down)   -0.73 / -0.68 eV
Expectation value of S²   12.01

```
! RIJCOSX wB97M-V def2-TZVPD def2/J DEFGRID3
* xyz 0 7
O 3.197 0.869 -0.521
H -2.018 1.618 -0.866
Li 1.249 -1.910 -0.262
H -0.304 1.846 -0.126
O -0.113 -0.868 0.495
C -1.044 -0.144 -0.241
H -1.909 -0.739 -0.575
C 2.935 -0.216 -0.276
C -1.124 1.186 -0.416
Sm -0.869 -1.641 2.789
*
```


The following is a quantum chemistry calculation of C5H9NO2 in the gas phase, from the Open Molecules 2025 dataset.

Maximum force   0.04504 Eh/bohr
HOMO level (spin up / spin down)   -8.08 / -8.08 eV
Energy above the lowest of the compared OMol25 structures with the same formula, charge and spin   74.3 kcal/mol
LUMO level (spin up / spin down)   0.25 / 0.26 eV

```
! RIJCOSX wB97M-V def2-TZVPD def2/J DEFGRID3
* xyz 0 1
H 0.258 -1.862 -1.590
C 1.708 1.259 0.233
H 1.392 -1.653 0.975
O -1.653 1.365 -1.016
C -0.864 1.201 0.086
H -2.453 1.815 -0.709
C 0.415 -1.183 1.140
H -0.302 -1.976 1.352
H -1.391 -1.806 -0.945
H 2.357 0.634 0.832
C -0.041 -0.404 -0.058
H -0.836 -0.555 -2.063
N 0.653 0.807 -0.356
O -1.092 1.756 1.143
C -0.537 -1.195 -1.238
H 1.891 2.324 0.202
H 0.495 -0.527 2.012
*
```


The following is a quantum chemistry calculation of a molecular structure, C42H59Cl3NO6PRuSi4Te, from the Open Molecules 2025 dataset.

Maximum force   0.01488 Eh/bohr
HOMO level (spin up / spin down)   -5.26 / -5.16 eV
Energy above the lowest of the compared OMol25 structures with the same formula, charge and spin   0.0 kcal/mol
LUMO level (spin up / spin down)   2.17 / 0.90 eV
Expectation value of S²   0.76

```
! RIJCOSX wB97M-V def2-TZVPD def2/J DEFGRID3
* xyz -1 2
H 0.797 4.409 1.662
C 2.844 3.167 5.808
H 1.912 5.783 1.607
H 2.456 3.206 6.832
H 5.744 0.873 0.802
C 1.445 -3.857 0.956
C -2.591 -4.132 -6.511
H -4.045 -5.070 -2.502
H 1.592 4.967 3.146
H -4.432 2.642 3.147
P -1.894 0.263 -0.447
H 2.803 4.181 5.402
H 0.149 -2.918 2.438
C 0.203 -2.411 -4.645
C -1.982 4.041 1.294
C -3.272 -3.963 -4.180
H -1.253 1.236 -5.240
Te 0.597 0.154 1.917
H -4.453 -4.837 -5.729
H 3.891 2.860 5.857
H -4.587 -3.421 -2.542
H 0.083 -1.362 -4.384
H -4.025 2.144 -1.256
H -5.261 -4.589 -3.705
C 2.151 -2.549 0.558
C -3.386 -1.429 1.155
H 4.093 -1.167 4.928
C -1.870 1.431 -4.372
H 5.452 1.284 5.008
C -5.484 -2.451 0.593
C -4.450 -2.248 1.497
H 3.081 3.301 -0.733
C 0.059 -3.474 1.503
H -0.663 -3.325 -6.955
C -2.065 -3.306 -3.863
Cl 2.472 -0.187 -4.000
Cl 4.844 0.398 -2.427
H 6.297 -0.731 1.320
H -2.922 -5.672 -7.981
Si 3.185 3.659 1.749
O 1.825 -2.073 -0.587
C 4.608 4.398 2.758
H 5.569 3.951 2.495
H -2.098 -4.241 -8.605
H 2.022 -4.367 1.725
H 4.706 -0.527 0.543
H -6.316 -3.094 0.853
H -3.832 -4.194 -8.272
H 1.180 -0.432 5.223
C -3.728 2.545 -3.335
C -1.789 -2.886 -2.422
H 0.821 -2.480 -5.543
C -1.127 -3.074 -4.883
C -4.377 -1.011 -0.989
H 2.644 0.024 6.106
C -3.512 -4.348 -5.495
C 2.312 0.719 -1.389
O 1.055 0.554 -1.552
H 3.761 4.888 -0.283
Si 1.782 1.968 4.797
C -1.405 -3.500 -6.181
H -3.854 0.731 1.758
H 4.662 5.460 2.488
H -3.246 4.809 2.839
O 2.902 0.942 -0.346
H -4.471 -2.729 2.467
H 1.305 -4.513 0.095
H -0.388 2.768 5.696
H -0.613 2.146 4.056
C -4.357 -4.274 -3.178
C -1.556 0.818 -3.165
C 3.732 3.819 -0.038
H -6.235 -2.008 -1.365
H -2.583 -1.257 1.868
C -2.875 -4.582 -7.919
H -0.678 -3.204 -0.365
H 0.736 -2.866 -3.812
C -3.340 -0.798 -0.090
C -2.333 1.062 -2.036
C -5.442 -1.835 -0.647
H -0.700 0.168 -3.089
H 6.059 2.191 3.615
Cl -0.333 3.138 -0.598
H -4.346 -0.553 -1.968
H 4.478 4.331 3.840
C -2.985 3.945 2.241
C 1.655 0.368 5.796
H -4.572 3.221 -3.395
H 3.119 1.828 -3.047
H -3.191 2.771 -5.402
O -1.016 -1.888 -2.245
H 4.740 3.416 -0.166
Si 4.632 0.187 2.908
Ru 0.049 -0.867 -0.379
C -2.953 2.291 -4.460
C -1.626 2.934 0.538
C 0.056 2.729 4.695
H -0.508 -4.389 1.696
H -1.655 -2.626 0.705
H 3.768 -2.110 3.450
H 5.435 -1.841 4.007
C -2.281 1.704 0.672
C 3.141 0.799 -2.702
H 6.775 0.635 4.039
C 4.439 -1.392 3.917
C 1.723 4.810 2.072
C -3.640 2.738 2.414
C 5.833 1.192 3.986
C 5.420 -0.080 1.231
Si 2.668 1.516 2.642
C -3.297 1.646 1.630
C -3.417 1.936 -2.130
H 0.091 3.749 4.301
N -0.667 -2.675 0.503
H -1.464 4.977 1.134
O 2.878 -2.018 1.398
O -2.354 -3.530 -1.522
H 1.061 0.541 6.700
*
```


The following is a quantum chemistry calculation of a molecular structure, C27H24CoNO, from the Open Molecules 2025 dataset.

Maximum force   0.04142 Eh/bohr
HOMO level (spin up / spin down)   0.78 / -0.52 eV
Energy above the lowest of the compared OMol25 structures with the same formula, charge and spin   128.9 kcal/mol
LUMO level (spin up / spin down)   4.75 / 4.74 eV
Expectation value of S²   6.11

```
! RIJCOSX wB97M-V def2-TZVPD def2/J DEFGRID3
* xyz -2 5
C -0.056 3.987 2.414
C 2.485 -0.336 -4.930
H -2.994 2.269 -0.801
H -1.327 1.458 -2.247
H -2.013 2.995 5.032
H -1.151 4.999 4.019
C 2.315 -0.005 -2.534
H 5.446 4.164 0.166
C 6.515 2.594 -0.841
H 0.915 4.059 -0.714
C -0.167 1.515 2.593
C -0.563 2.071 -1.787
C 2.854 0.339 -3.774
H -3.826 4.074 0.719
C 4.128 2.624 -0.516
C 3.998 1.406 -1.186
H 1.230 0.003 2.010
C -2.328 3.032 -0.417
Co -0.046 0.495 -0.033
C -0.967 3.047 -0.858
C -1.101 1.638 3.622
H 0.285 -2.518 -3.572
H 1.088 2.612 1.275
C -0.907 4.048 3.546
C 1.571 -1.379 -4.865
H 7.487 3.055 -0.707
H 1.275 -1.905 -5.766
C -1.371 2.898 4.160
C -1.873 4.858 1.072
C -2.775 4.026 0.446
C 1.386 -1.044 -2.485
H -1.582 0.751 4.025
C 6.400 1.379 -1.499
N 1.798 0.964 -0.350
H 0.387 2.159 -2.301
O -1.354 -0.480 -0.253
C 1.022 -1.726 -3.636
C 0.385 2.703 2.097
H 3.558 1.160 -3.837
H 7.287 0.880 -1.876
C 5.369 3.215 -0.351
H 1.701 6.845 1.930
H -0.439 -0.603 2.277
H 1.027 6.672 2.202
H 5.069 -0.155 -2.192
H -2.217 5.705 1.666
H 0.916 -1.290 -1.538
C -0.418 4.832 0.830
H 3.225 3.075 -0.120
H 2.904 -0.039 -5.885
C 0.164 0.228 1.916
C 5.151 0.795 -1.675
C -0.097 4.041 -0.305
C 2.620 0.783 -1.279
*
```


The following is a quantum chemistry calculation of C4H7NO in the gas phase, from the Open Molecules 2025 dataset.

Structure (SMILES)   O[C@H]1C[C@H]2N[C@@H]12
Maximum force   0.00998 Eh/bohr
HOMO level   -9.39 eV
Energy above the lowest of the compared OMol25 structures with the same formula, charge and spin   60.4 kcal/mol
LUMO level   1.05 eV

```
! RIJCOSX wB97M-V def2-TZVPD def2/J DEFGRID3
* xyz 0 1
C 0.688 0.908 -0.198
C -0.063 0.066 -1.220
H 1.149 -0.377 1.702
C 0.516 -0.110 0.860
H 1.525 1.582 -0.360
N -0.279 1.131 0.887
O -1.469 -1.506 0.241
H -1.934 -0.747 0.623
H 0.146 1.755 1.573
H 0.523 -0.260 -2.083
H -1.006 0.512 -1.551
H 0.407 -1.913 -0.360
C -0.203 -1.040 -0.114
*
```


The following is a quantum chemistry calculation of C3H7NOS in the gas phase, from the Open Molecules 2025 dataset.

Structure (SMILES)   CC(=S)N(C)O
Maximum force   0.08567 Eh/bohr
HOMO level   -8.48 eV
Energy above the lowest of the compared OMol25 structures with the same formula, charge and spin   109.7 kcal/mol
LUMO level   0.46 eV

```
! RIJCOSX wB97M-V def2-TZVPD def2/J DEFGRID3
* xyz 0 1
N -0.916 -0.147 -0.097
C 0.431 1.838 -0.035
C 0.440 0.311 -0.084
S 1.858 -0.566 0.049
C -1.282 -1.617 -0.043
O -1.982 0.637 0.200
H -2.253 1.169 -0.586
H -0.410 2.445 -0.576
H 0.500 1.999 1.277
H -2.179 -1.666 -0.699
H 1.474 1.887 -0.669
H -0.392 -2.098 -0.570
H -1.734 -1.939 1.090
*
```


The following is a quantum chemistry calculation of 2 unconnected molecules or ions with the total composition C3H9NO3, from the Open Molecules 2025 dataset.

Structure (SMILES)   O=CNCCO.O
Maximum force   0.05503 Eh/bohr
HOMO level   -10.04 eV
Energy above the lowest of the compared OMol25 structures with the same formula, charge and spin   40.6 kcal/mol
LUMO level   0.59 eV

```
! RIJCOSX wB97M-V def2-TZVPD def2/J DEFGRID3
* xyz 0 1
H -2.832 -0.177 1.268
H -1.843 -1.574 1.110
H 4.634 -0.191 -0.652
C -1.833 -0.533 1.003
C 0.430 1.266 -0.513
O -0.981 0.149 1.894
H -2.381 0.490 -0.856
H 0.474 -0.604 -0.734
O 3.770 -0.580 -0.774
H 3.052 0.175 -0.834
C -1.610 -0.260 -0.535
H -0.304 1.982 -0.038
H -1.783 -1.216 -0.985
H -0.225 -0.385 2.059
O 1.660 1.372 -0.536
N -0.228 0.086 -0.878
*
```


The following is a quantum chemistry calculation of 2 unconnected molecules or ions with the total composition CH4NO2, from the Open Molecules 2025 dataset.

Maximum force   0.02983 Eh/bohr
HOMO level   -1.94 eV
Energy above the lowest of the compared OMol25 structures with the same formula, charge and spin   41.4 kcal/mol
LUMO level   4.58 eV

```
! RIJCOSX wB97M-V def2-TZVPD def2/J DEFGRID3
* xyz -1 1
H -0.586 0.611 -1.424
H 1.063 -0.676 0.121
O -1.364 -0.443 1.337
O 2.031 -0.581 -0.074
N -1.283 0.504 -0.703
C -0.856 -0.588 0.242
H 2.476 -0.149 0.645
H -1.481 1.323 -0.145
*
```


The highest maximum force belongs to which entry?
C3H7NOS